Entry 1:
The following is a DFT calculation (ωB97M-V/def2-TZVPD) of C3H6O2 in the gas phase.

ORCA input file:
```
! RIJCOSX wB97M-V def2-TZVPD def2/J DEFGRID3
* xyz 0 1
O 1.34 -0.43 0.15
O -1.02 1.67 0.58
C 0.66 -1.51 -0.53
C -0.09 -0.49 0.27
C -0.83 0.63 -0.40
H -0.16 0.98 -1.24
H 0.80 -2.49 -0.14
H -1.78 0.26 -0.89
H 0.62 -1.48 -1.65
H -0.10 1.88 0.76
H -0.47 -0.82 1.28
*
```

Energy relative to the best compared isomer or geometry (same formula, charge and spin), eV: 2.331
Highest occupied orbital energy, eV: -10.42
SMILES: OC[C@H]1CO1

And the natural (NBO) charges, in e, turn out to be:
1 O -0.50
2 O -0.70
3 C -0.12
4 C 0.02
5 C -0.11
6 H 0.18
7 H 0.19
8 H 0.19
9 H 0.18
10 H 0.47
11 H 0.20



Entry 2:
The following is a DFT calculation (ωB97M-V/def2-TZVPD) of a molecular structure, C19H52N2O11V.

ORCA input file:
```
! RIJCOSX wB97M-V def2-TZVPD def2/J DEFGRID3
* xyz 0 4
V -3.17 0.81 -30.96
O -1.56 -0.31 -29.99
O -5.62 -4.64 -30.43
O -10.01 -3.40 -24.79
O -8.45 4.17 -29.33
O -2.51 -4.46 -22.27
O -3.67 -1.01 -32.09
O -8.12 -0.54 -31.66
O 0.17 -0.07 -28.85
O -0.16 -1.88 -29.96
O -0.09 0.74 -26.01
O -4.48 0.08 -29.48
N -3.78 -4.03 -21.65
N -0.53 -0.77 -29.56
C -5.30 0.03 -27.09
C -3.10 -2.29 -31.98
C -5.28 -4.40 -28.14
C -8.69 -3.83 -25.11
C -3.68 -1.55 -22.49
C -7.84 -2.73 -25.63
C -4.43 -2.90 -22.41
C -5.80 -2.67 -21.93
C -5.72 -5.32 -29.23
C -5.00 -3.61 -19.62
C -7.37 3.43 -28.84
C -3.26 -5.33 -19.66
C -5.79 -2.45 -20.33
C -4.50 -3.36 -23.87
C -3.57 -3.94 -20.20
C -1.47 0.29 -25.96
C -2.40 -2.99 -19.74
C -4.60 -0.73 -28.33
C -7.72 -1.36 -30.62
H -5.69 -4.43 -19.43
H -4.54 -1.26 -32.42
H -2.03 -2.21 -32.17
H -4.76 -4.42 -23.87
H -3.50 -2.97 -32.73
H -7.58 -2.03 -24.84
H -8.09 -0.87 -29.72
H -9.81 -2.81 -24.06
H -2.10 0.67 -25.15
H -2.00 -3.64 -22.24
H -3.66 -1.26 -28.18
H -6.80 -5.46 -29.25
H -8.59 3.99 -30.26
H -1.96 0.47 -26.91
H -4.29 -3.96 -28.29
H -6.86 -3.00 -26.04
H -1.46 -0.80 -25.87
H -1.44 -3.47 -19.96
H -6.08 -3.67 -28.02
H 0.00 0.98 -25.08
H -2.59 -1.62 -22.55
H -2.32 -2.64 -18.72
H -5.88 -5.19 -31.17
H -6.64 -1.20 -30.68
H -8.29 -2.32 -26.53
H -5.22 -1.55 -20.10
H -5.36 -1.43 -28.68
H -8.05 -2.40 -30.71
H -8.68 -4.68 -25.79
H -7.46 3.39 -27.76
H -5.26 -6.30 -29.19
H -3.87 -0.86 -23.31
H -6.22 -1.77 -22.36
H -7.44 2.41 -29.24
H -6.75 -2.28 -19.86
H -7.50 -0.74 -32.36
H -5.82 -0.61 -26.38
H -5.23 -2.83 -24.48
H -4.54 0.47 -26.44
H -3.83 -0.95 -21.58
H -6.51 -3.42 -22.28
H -2.22 -5.63 -19.60
H -5.91 0.81 -27.54
H -4.78 -3.33 -18.59
H -3.45 -5.35 -18.58
H -5.39 -5.06 -27.28
H -6.51 3.98 -29.22
H -3.82 -6.15 -20.09
H -2.45 -2.06 -20.30
H -3.19 -2.80 -31.02
H -3.51 -3.34 -24.33
H -8.35 -4.30 -24.19
*
```

Highest occupied orbital energy (spin up / spin down), eV: -8.68 / -8.77
<S²>: 3.76

And the Löwdin charges, in e, turn out to be:
1 V 1.18
2 O -0.14
3 O -0.09
4 O -0.07
5 O -0.13
6 O -0.02
7 O -0.18
8 O -0.12
9 O 0.03
10 O 0.01
11 O -0.12
12 O -0.41
13 N -0.05
14 N -0.63
15 C -0.04
16 C -0.11
17 C -0.07
18 C -0.34
19 C -0.04
20 C -0.10
21 C -0.52
22 C -0.13
23 C -0.36
24 C -0.12
25 C -0.18
26 C -0.06
27 C -0.12
28 C -0.04
29 C -0.49
30 C -0.15
31 C -0.02
32 C -0.35
33 C -0.17
34 H 0.11
35 H 0.10
36 H 0.09
37 H 0.09
38 H 0.09
39 H 0.07
40 H 0.09
41 H 0.08
42 H 0.07
43 H 0.07
44 H 0.10
45 H 0.11
46 H 0.07
47 H 0.06
48 H 0.09
49 H 0.04
50 H 0.07
51 H 0.08
52 H 0.05
53 H 0.06
54 H 0.07
55 H 0.08
56 H 0.09
57 H 0.06
58 H 0.09
59 H 0.09
60 H 0.06
61 H 0.08
62 H 0.11
63 H 0.08
64 H 0.11
65 H 0.08
66 H 0.11
67 H 0.07
68 H 0.10
69 H 0.06
70 H 0.04
71 H 0.06
72 H 0.04
73 H 0.07
74 H 0.11
75 H 0.08
76 H 0.05
77 H 0.10
78 H 0.08
79 H 0.08
80 H 0.08
81 H 0.09
82 H 0.05
83 H 0.09
84 H 0.08
85 H 0.10



Entry 3:
The following is a DFT calculation (ωB97M-V/def2-TZVPD) of 2 unconnected molecules or ions with the total composition C3H6N2O.

ORCA input file:
```
! RIJCOSX wB97M-V def2-TZVPD def2/J DEFGRID3
* xyz 0 1
O 0.17 1.21 0.95
N 0.84 0.11 0.75
N -1.67 -0.64 0.94
C -1.97 0.35 1.40
C 0.94 -0.58 -0.33
C 0.42 -0.04 -1.56
H 1.19 -0.44 1.60
H 1.24 -1.54 -0.13
H -0.24 -0.89 -1.87
H -2.05 1.37 1.71
H -0.02 0.81 -1.17
H 1.15 0.29 -2.30
*
```

Energy relative to the best compared isomer or geometry (same formula, charge and spin), eV: 4.622
Highest occupied orbital energy (spin up / spin down), eV: -8.67 / -8.67
SMILES: C/C=[NH+]\[O-].C#N

And the natural (NBO) charges, in e, turn out to be:
1 O -0.59
2 N -0.05
3 N -0.39
4 C 0.12
5 C 0.08
6 C -0.70
7 H 0.36
8 H 0.19
9 H 0.24
10 H 0.24
11 H 0.26
12 H 0.24



| no. | E_tot (eV) |
| --- | --- |
| 1 | -7301.347 |
| 2 | -71724.407 |
| 3 | -8232.077 |